{"formula": "C3H4N2O3", "method": "ωB97M-V with the def2-TZVPD basis set", "species": ["O", "O", "O", "N", "N", "C", "C", "C", "H", "H", "H", "H"], "xyz": [[1.52664, 0.02556, -0.84281], [-2.40863, 0.83172, 1.16110], [-0.28234, 1.53447, 1.47813], [-1.21277, 0.82081, 1.17634], [-0.65866, -0.14310, -1.24114], [0.98454, -0.61479, 0.34506], [0.44176, 0.24758, -1.66772], [-0.48396, -0.79091, -0.08018], [0.58709, 1.10361, -2.32409], [-1.14971, -1.66387, 0.05606], [1.58056, -1.47802, 0.68211], [1.07548, 0.12694, 1.25715]], "gap_ev": [8.05, 8.05], "max_force_ev_per_a": 5.0}